DFT (ωB97M-V with the def2-TZVPD basis set) results for C31H53BrMnNP3 as an isolated structure.

Geometry (Å):
C1 2.915136 5.169223 -1.071228
C2 1.801045 4.584928 -1.714806
C3 1.861441 4.339231 -3.100571
C4 2.975975 4.802779 -3.801908
N1 3.995896 5.394457 -3.189072
C5 3.979596 5.588832 -1.872668
C6 0.623997 4.208544 -1.007129
C7 -0.490519 4.503632 -0.518972
C8 -1.475587 3.654629 0.092404
C9 -1.097407 2.294653 0.183464
C10 -2.000240 1.323392 0.591048
C11 -3.275281 1.738771 0.923848
C12 -3.679500 3.068285 0.918495
C13 -2.749069 4.053244 0.505761
Mn1 -0.587266 -0.361247 0.633033
P1 1.516758 -0.224193 -0.295380
H1 1.039683 3.845808 -3.615258
H2 2.923050 5.319758 0.007354
H3 3.036720 4.672255 -4.883393
H4 4.846586 6.083686 -1.429601
H5 -2.994338 5.117265 0.463138
H6 -0.081536 2.022188 -0.108101
H7 -4.688057 3.354771 1.214833
H8 -2.067808 0.153784 0.507039
C14 2.279188 -1.883197 -0.048451
C15 3.449087 -2.232079 -0.956918
H9 1.469356 -2.618474 -0.185724
H10 2.568058 -1.955783 1.012937
H11 3.769753 -3.256922 -0.735400
H12 3.171722 -2.202592 -2.017835
H13 4.317032 -1.582661 -0.789483
C16 1.547350 0.179878 -2.095542
C17 2.837531 0.764826 -2.652815
H14 0.722383 0.893710 -2.251023
H15 1.260778 -0.732784 -2.640085
H16 2.733003 0.882155 -3.738291
H17 3.042192 1.763562 -2.248780
H18 3.707688 0.118904 -2.478219
C18 2.540306 1.076455 0.507349
C19 4.028477 0.779900 0.605769
H19 2.132139 1.216572 1.517905
H20 2.355325 2.024880 -0.021422
H21 4.519748 1.610189 1.129783
H22 4.228423 -0.130842 1.186421
H23 4.510415 0.694397 -0.376687
Br1 -4.465056 0.121019 1.016969
P2 -1.811768 -1.677231 -1.370463
C20 -0.718803 -2.502608 -2.606711
C21 -1.234331 -3.764909 -3.289397
H24 0.220020 -2.729643 -2.075172
H25 -0.477445 -1.748930 -3.369276
H26 -0.446360 -4.154747 -3.946596
H27 -1.480349 -4.557784 -2.574309
H28 -2.109660 -3.577001 -3.924783
C22 -2.969638 -2.958548 -0.749047
C23 -4.255294 -3.196087 -1.535030
H29 -3.226618 -2.654603 0.277658
H30 -2.390122 -3.889174 -0.673718
H31 -4.859337 -3.947865 -1.008454
H32 -4.870310 -2.290584 -1.615094
H33 -4.071389 -3.592061 -2.543155
C24 -2.821346 -0.479455 -2.341684
C25 -3.228289 -0.884647 -3.756022
H34 -2.225461 0.445468 -2.382845
H35 -3.701948 -0.239186 -1.725984
H36 -3.786267 -0.056947 -4.214169
H37 -2.360768 -1.080293 -4.398505
H38 -3.885793 -1.763405 -3.774946
C26 -2.827894 -1.586643 3.820197
C27 -1.695249 -0.576672 3.926474
P3 -0.234804 -0.925113 2.869985
C28 1.172137 -0.026104 3.652617
C29 1.092875 0.238828 5.154825
C30 0.185201 -2.690624 3.139236
C31 0.378397 -3.128117 4.587703
H39 -3.475866 -1.354297 2.968815
H40 -3.453992 -1.541231 4.719010
H41 -2.480055 -2.619340 3.711566
H42 -2.052097 0.419583 3.624758
H43 -1.340164 -0.492511 4.962067
H44 2.082748 -0.598471 3.408838
H45 1.253513 0.937367 3.128854
H46 0.945492 -0.674588 5.744743
H47 2.032777 0.697482 5.488314
H48 0.288075 0.944136 5.396208
H49 -0.611124 -3.280141 2.665142
H50 1.100790 -2.882191 2.559619
H51 -0.377173 -2.727247 5.275712
H52 0.307784 -4.221091 4.645993
H53 1.365689 -2.852582 4.974274

Cartesian forces, eV/Å:
C -0.4 0.0 -0.4
C 1.3 -0.7 -0.5
C 0.2 0.4 0.2
C -0.3 -0.3 0.5
N 0.3 0.3 -0.3
C -0.4 -0.4 0.2
C -1.7 3.1 0.4
C 2.3 -2.5 -0.4
C -0.7 -0.2 0.4
C 0.2 -0.5 0.0
C -1.1 0.2 -0.2
C -1.4 -1.0 -0.2
C 0.2 0.1 0.1
C 0.0 -0.8 0.1
Mn 1.3 -1.7 -0.9
P 1.5 0.4 -0.9
H 0.1 0.2 0.1
H -0.1 0.0 -0.3
H 0.1 0.1 0.3
H -0.2 -0.2 -0.2
H -0.2 -0.5 0.1
H -0.3 0.3 0.0
H 0.2 -0.1 -0.2
H -1.6 2.6 -0.3
C -0.1 0.1 0.2
C 0.4 -0.3 -0.1
H 0.1 0.2 0.0
H -0.1 0.1 -0.3
H 0.0 0.2 -0.1
H 0.1 0.1 0.2
H -0.3 -0.1 -0.1
C -0.3 -0.2 0.0
C 0.3 0.1 -0.3
H 0.1 -0.1 0.0
H 0.1 0.3 0.2
H 0.0 0.0 0.2
H 0.0 -0.2 0.0
H -0.3 0.2 0.0
C -0.1 0.0 0.2
C 0.5 0.2 0.1
H 0.2 0.0 -0.4
H 0.0 -0.3 0.0
H -0.1 -0.2 -0.1
H -0.1 0.2 -0.2
H -0.2 0.0 0.3
Br 0.2 1.8 0.2
P -0.2 0.0 0.1
C 0.3 0.1 0.1
C -0.1 -0.3 -0.3
H -0.2 0.0 -0.2
H 0.0 -0.1 0.2
H -0.2 0.1 0.2
H 0.0 0.2 -0.2
H 0.2 0.0 0.3
C 0.0 0.0 0.3
C -0.3 -0.3 -0.1
H 0.1 -0.2 -0.2
H -0.1 0.2 0.1
H 0.1 0.2 -0.1
H 0.2 -0.2 0.0
H 0.0 0.2 0.3
C 0.1 0.2 0.2
C -0.2 0.0 -0.3
H -0.1 -0.1 0.0
H 0.2 -0.1 -0.2
H 0.1 -0.2 0.1
H -0.2 0.0 0.2
H 0.3 0.3 0.0
C -0.4 -0.3 -0.1
C 0.2 0.4 0.2
P 0.2 -0.8 1.9
C 0.1 0.4 -0.3
C 0.0 0.0 0.3
C -0.1 -0.1 -0.3
C 0.1 -0.3 0.4
H 0.2 -0.2 0.2
H 0.1 0.0 -0.2
H 0.0 0.2 0.1
H 0.1 -0.1 0.2
H -0.1 0.0 -0.3
H -0.3 0.1 0.0
H 0.0 -0.2 0.3
H 0.0 0.3 -0.2
H -0.2 -0.1 -0.1
H 0.2 -0.2 0.0
H 0.2 0.1 0.0
H -0.2 0.0 0.1
H 0.1 -0.1 -0.2
H 0.1 0.2 0.0
H -0.2 0.0 -0.1

Properties
- Relative energy (zero: lowest compared OMol25 entry of this formula, charge and spin): 0.0 kcal per mole
- Charge: +2
- LUMO level (alpha / beta): -5.375 / -6.487 eV
- Gap between HOMO and LUMO (alpha / beta): 0.31590 / 0.27508 hartree
- Strongest force on any atom: 3.60 eV Å⁻¹
- 2S+1: 6
- E_HOMO (alpha / beta): -14.0 / -14.0 eV
- Calculated total energy: -6016.21775 a.u.